7
Properties=species:S:1:pos:R:3:nbo_charge:R:1 method="wB97M-V/def2-TZVPD" e_tot_ev=-13919.3821 lumo_energy_ev=0.49 smiles="N#CP1C=C1" orbital_gap_ev=10.47
N 2.786 -0.941 -0.156 -0.302
C 1.898 -0.217 -0.065 -0.081
P 0.514 0.989 0.083 0.632
C -0.960 0.143 -0.606 -0.398
C -1.096 0.161 0.693 -0.340
H -1.466 -0.115 -1.513 0.242
H -1.676 -0.020 1.565 0.246